{"formula": "C17H23N3O3", "method": "wB97M-V/def2-TZVPD", "e_homo_ha": -0.302, "smiles": "CC(C)C[C@H](NC(=O)[C@@H](N)Cc1c[nH]c2ccccc12)C(=O)O", "de_lowest_kcal_mol": 117.8, "orbital_gap_ev": 8.903, "elements": ["C", "C", "C", "C", "C", "C", "C", "C", "C", "C", "C", "C", "C", "C", "C", "C", "C", "H", "H", "H", "H", "H", "H", "H", "H", "H", "H", "H", "H", "H", "H", "H", "H", "H", "H", "H", "H", "H", "H", "H", "N", "N", "N", "O", "O", "O"], "positions_angstrom": [[-0.377887, -2.145225, -0.021387], [0.695166, -1.307738, -0.711539], [-1.574067, -2.475764, -0.963169], [-2.037168, -1.331673, -1.792606], [-1.959715, -1.249444, -3.110795], [-2.614678, 0.041156, -1.325439], [-2.947069, 0.731838, -2.538244], [-3.323892, 0.552171, -0.221289], [-3.658440, 1.969620, -2.603465], [-4.053332, 1.725350, -0.295753], [-4.176283, 2.505780, -1.401867], [1.408503, 0.527091, 1.074112], [0.452124, 1.688193, 0.320055], [2.897145, 1.010698, 1.191836], [3.850599, -0.155693, 1.822829], [3.075004, -1.036943, 2.892785], [5.118297, 0.606755, 2.189200], [-1.517920, -1.618000, 1.679546], [-0.874447, -0.484554, 0.843755], [-0.019815, -3.166692, 0.318258], [-2.500948, -2.794441, -0.498663], [-1.238956, -3.282144, -1.635701], [-1.682367, -1.955262, -3.928526], [-2.990037, -0.028944, -4.444784], [-3.490164, 0.040103, 0.746389], [-3.904642, 2.629534, -3.485989], [-4.490709, 1.732757, 0.694564], [-4.481063, 3.488951, -1.340778], [2.145821, -0.118605, -0.788626], [1.145136, 0.104376, 2.051797], [3.034813, 1.872540, 1.819722], [3.312544, 1.232710, 0.196141], [4.138591, -0.932942, 1.058098], [2.513359, -1.827287, 2.440877], [3.943402, -1.470584, 3.480555], [2.598839, -0.458617, 3.626098], [6.043419, 0.087025, 2.483901], [5.238668, 1.368147, 1.376599], [4.744543, 1.251417, 3.073358], [-1.613695, 1.970262, 0.022316], [-0.788955, -1.380590, 1.124763], [-2.483526, -0.000471, -3.616293], [1.473243, -0.424285, -0.036109], [0.855591, -1.559840, -1.914339], [0.954970, 2.363996, -0.536136], [-0.840003, 1.705270, 0.683942]], "forces_ev_per_angstrom": [[-1.5, -1.1, 1.3], [-1.0, -2.1, -1.3], [0.6, 0.2, -1.1], [-0.1, 2.5, 1.4], [-1.1, 1.2, -3.0], [-1.3, -1.4, -1.6], [0.1, 0.6, -0.4], [0.2, -1.3, 0.0], [-0.4, 1.0, 0.6], [0.4, -1.8, 2.6], [1.7, -1.9, -1.8], [0.3, 1.8, -1.5], [1.2, -0.2, 0.8], [0.2, -2.3, -0.1], [-1.5, -0.8, -1.4], [4.4, 0.4, -0.1], [-1.5, 1.9, 1.7], [-2.6, -1.5, 1.6], [-0.7, 3.7, -0.6], [0.3, 1.3, -0.4], [0.3, -0.5, 1.0], [-0.3, 0.3, 0.1], [0.0, 0.4, 1.3], [-0.7, 0.2, -1.7], [0.9, -0.1, -0.8], [0.9, -1.4, 0.6], [-0.7, 1.8, -0.2], [-1.3, 1.8, -0.1], [-0.8, 0.0, 1.3], [-0.7, 0.2, -0.8], [-0.3, 0.5, 0.3], [-0.4, 0.2, 0.3], [-0.5, 1.0, 0.2], [-0.6, -0.2, -0.1], [-1.1, -0.2, -0.6], [-1.3, 0.8, 0.8], [-0.5, 0.0, -0.4], [0.6, -0.8, 0.6], [1.1, -0.8, -0.9], [2.7, -0.4, 1.3], [3.3, -1.6, -0.3], [1.3, -1.2, 2.4], [1.5, -0.4, -1.8], [0.7, 0.7, 1.3], [-0.4, -0.3, 0.2], [-1.5, -0.2, -0.7]], "mulliken_charge": [0.785, -0.134, -1.321, 0.013, -0.534, 1.525, -0.375, -0.188, -0.666, -0.504, -0.783, 0.143, 0.419, -1.450, 0.863, -1.527, -1.273, 0.327, -0.230, 0.303, 0.399, 0.360, 0.373, 0.284, 0.145, 0.289, 0.314, 0.481, 0.294, 0.383, 0.517, 0.398, 0.216, 0.294, 0.458, 0.340, 0.353, 0.324, 0.292, 0.391, -0.472, -0.185, 0.171, -0.701, -0.606, -0.506]}